Molecular formula: C6H8N2O
Method: DFT, ωB97M-V/def2-TZVPD

Results
Energy above the lowest of the compared OMol25 structures with the same formula, charge and spin = 44.6 kcal/mol
Orbital gap = 9.10 eV
SMILES = CC(=O)c1nccn1C
Total charge = 0

Atoms and positions in Å:
C  0.652  -1.468  2.248
C  0.508  -1.172  0.705
C  0.041  0.142  0.313
C  -0.444  2.219  0.404
C  -0.568  1.840  -0.935
C  -0.171  -0.361  -2.149
H  0.711  -2.682  2.378
H  -0.475  -1.305  2.643
H  1.321  -0.854  2.645
H  -0.753  2.992  0.853
H  -0.932  2.460  -1.840
H  -0.752  -1.243  -2.074
H  0.948  -0.501  -2.334
H  -0.611  0.302  -2.888
N  -0.066  1.227  1.178
N  -0.224  0.485  -0.992
O  0.816  -2.082  -0.155